P:
Below is a single C17H23N3O3 molecule, with properties calculated with the ωB97M-V functional and the def2-TZVPD basis.

Kohn-Sham gap: 8.41 eV
Structure (SMILES): COc1cc(-c2cccc(N)n2)c(OC)cc1OCCN(C)C

Last column: Mulliken charge in e.
Element x y z (Å)
1 C 2.07 3.93 -0.45  -0.934
2 O 1.84 2.84 0.48  -0.464
3 C 1.11 1.73 0.07  0.175
4 C 0.21 1.76 -1.02  -0.403
5 C -0.50 0.60 -1.45  0.193
6 C -1.45 0.74 -2.60  0.275
7 C -2.67 0.03 -2.71  -0.752
8 C -3.45 0.20 -3.84  -0.449
9 C -3.03 1.09 -4.83  -0.572
10 C -1.80 1.68 -4.67  0.533
11 N -1.28 2.56 -5.57  -0.516
12 N -1.01 1.55 -3.60  -0.445
13 C -0.29 -0.59 -0.74  -0.090
14 O -0.87 -1.75 -1.10  -0.563
15 C -0.01 -2.54 -1.97  -0.831
16 C 0.57 -0.64 0.33  -0.439
17 C 1.24 0.50 0.78  0.900
18 O 2.14 0.47 1.80  -0.431
19 C 2.13 -0.57 2.78  -0.797
20 C 0.81 -0.70 3.68  -0.526
21 N 0.86 -1.85 4.57  -0.020
22 C -0.07 -1.70 5.72  -0.983
23 C 0.98 -3.22 3.99  -0.873
24 H 2.88 4.54 -0.07  0.266
25 H 2.28 3.59 -1.48  0.390
26 H 1.21 4.58 -0.52  0.356
27 H 0.09 2.67 -1.58  0.573
28 H -2.91 -0.69 -1.93  0.472
29 H -4.37 -0.36 -3.99  0.423
30 H -3.60 1.33 -5.72  0.350
31 H -1.92 3.18 -6.06  0.216
32 H -0.41 2.95 -5.24  0.253
33 H 0.97 -2.70 -1.57  0.323
34 H 0.08 -2.04 -2.94  0.280
35 H -0.43 -3.52 -2.13  0.308
36 H 0.68 -1.60 0.81  0.483
37 H 2.22 -1.54 2.30  0.353
38 H 2.97 -0.36 3.47  0.245
39 H 0.72 0.17 4.30  0.436
40 H -0.11 -0.75 3.08  0.386
41 H 0.00 -0.68 6.16  0.312
42 H -1.10 -1.88 5.45  0.362
43 H 0.15 -2.37 6.53  0.336
44 H 0.18 -3.30 3.24  0.277
45 H 1.95 -3.32 3.52  0.261
46 H 0.91 -4.01 4.73  0.353



Q:
Below is a single C17H23N3O3 molecule, with properties calculated with the ωB97M-V functional and the def2-TZVPD basis.

Kohn-Sham gap: 9.24 eV
Structure (SMILES): COCC1CCN(Cc2nc(-c3ccc(OC)cc3)no2)CC1

Last column: Mulliken charge in e.
Element x y z (Å)
1 C 7.06 1.37 0.92  -0.700
2 O 6.09 1.72 -0.04  -0.330
3 C 4.88 2.23 0.48  -1.185
4 C 3.69 1.27 0.29  0.675
5 C 3.47 0.98 -1.20  -1.090
6 C 2.31 0.00 -1.38  -0.601
7 N 2.58 -1.23 -0.66  0.104
8 C 1.65 -2.30 -0.97  -1.363
9 C 0.28 -2.04 -0.45  0.935
10 N -0.55 -1.12 -0.82  -0.422
11 C -1.61 -1.28 0.04  0.372
12 C -2.79 -0.45 0.00  -0.036
13 C -3.84 -0.67 0.89  -0.981
14 C -4.97 0.12 0.85  -0.294
15 C -5.07 1.15 -0.08  0.968
16 O -6.13 1.99 -0.21  -0.454
17 C -7.23 1.83 0.65  -0.835
18 C -4.01 1.37 -0.97  -0.543
19 C -2.89 0.58 -0.93  -0.436
20 N -1.42 -2.27 0.89  -0.517
21 O -0.19 -2.77 0.58  -0.138
22 C 2.71 -0.98 0.76  -0.705
23 C 3.90 -0.06 1.01  -0.930
24 H 7.91 0.99 0.37  0.235
25 H 7.37 2.25 1.51  0.296
26 H 6.70 0.60 1.61  0.299
27 H 4.67 3.16 -0.06  0.432
28 H 4.99 2.47 1.54  0.496
29 H 2.80 1.76 0.70  0.210
30 H 4.38 0.54 -1.60  0.395
31 H 3.26 1.90 -1.73  0.375
32 H 2.20 -0.24 -2.44  0.393
33 H 1.37 0.47 -1.04  0.351
34 H 1.61 -2.41 -2.06  0.474
35 H 2.02 -3.22 -0.52  0.398
36 H -3.76 -1.47 1.61  0.461
37 H -5.77 -0.07 1.55  0.394
38 H -7.95 2.60 0.37  0.239
39 H -6.95 1.97 1.70  0.338
40 H -7.69 0.84 0.53  0.338
41 H -4.11 2.17 -1.69  0.427
42 H -2.07 0.74 -1.62  0.495
43 H 2.87 -1.94 1.26  0.443
44 H 1.80 -0.51 1.18  0.338
45 H 4.03 0.09 2.08  0.331
46 H 4.80 -0.54 0.61  0.349



Pick the most stable structure from those above. Pick: Q